Record 1
Formula: C6H12ClMgN2
Source: OMol25
Level of theory: the ωB97M-V functional and the def2-TZVPD basis

Structure (XYZ):
```
22
Properties=species:S:1:pos:R:3:forces:R:3:nbo_charge:R:1
Cl 1.84121 1.61762 3.84962 0.9 1.1 1.0 0.0153
Mg 0.14575 1.12145 -1.77618 -0.6 0.9 1.2 1.4174
N 0.78339 -0.92470 -2.04688 0.3 -0.5 0.4 -1.1412
N 0.02963 0.01648 0.80806 0.0 0.1 -0.9 -0.4365
C 0.70849 0.88081 1.56636 -0.6 -0.7 1.2 0.0424
C 1.00578 0.53079 2.88193 -0.9 -1.1 -0.7 -0.1267
C -0.37374 -1.17154 1.25382 0.5 0.9 0.6 0.0106
C -0.11305 -1.53657 2.57346 -0.1 -0.2 -0.3 -0.2571
C -1.54704 1.03637 -3.13763 0.0 -1.8 -1.2 -1.4979
C 0.59211 -0.68728 3.41176 -0.1 0.1 -0.5 -0.2026
H 0.54302 -1.19958 -2.98658 0.0 -0.2 -0.2 0.3862
H 1.01402 1.87167 1.20356 -0.4 -0.8 -0.3 0.2642
H 1.30879 1.63098 -0.45918 0.7 0.4 -1.5 -0.7491
H 0.05658 -1.27922 -1.41405 0.6 -0.1 -0.3 0.3909
H -2.15204 0.17235 -2.74293 0.5 0.5 -0.2 0.1868
H -2.26073 1.81350 -3.32802 -0.1 0.5 0.2 0.2149
H 1.71952 -1.28115 -1.77582 -1.1 0.4 -0.2 0.3885
H -0.92589 -1.83797 0.56402 0.3 0.5 0.4 0.1849
H -1.20107 0.76815 -4.13620 0.3 -0.7 -1.5 0.1254
H -0.46711 -2.49016 2.89541 -0.1 -0.5 0.5 0.2049
H 0.80346 -0.92532 4.44604 0.0 -0.1 0.0 0.2175
H -1.51110 1.87333 -1.65059 -0.2 1.1 2.3 -0.6389
```
Forces are in eV/Å.

Calculated values
LUMO level: 2.8397 eV
highest occupied orbital energy: -0.0059 Ha
charge: -1
spin multiplicity: 1

Record 2
Formula: C4H11NO
Source: OMol25
Level of theory: the ωB97M-V functional and the def2-TZVPD basis

Structure (XYZ):
```
17
Properties=species:S:1:pos:R:3:forces:R:3:nbo_charge:R:1
O -0.41031 0.32788 1.60337 -0.5 0.1 0.0 -0.7082
N 0.74202 1.11890 -0.72181 -1.2 -0.2 0.3 -0.6339
C 2.04367 1.01483 -0.12098 1.2 0.5 -0.9 -0.4165
C -0.55723 -0.60220 0.55100 0.9 -0.9 0.3 0.0837
C -0.00689 -0.13386 -0.82516 0.9 0.6 0.6 -0.2423
C -1.94383 -1.18242 0.40469 -0.8 0.4 0.2 -0.6311
H -2.62932 -0.38331 0.09077 0.0 -0.1 0.0 0.1963
H 2.07180 0.45007 0.80322 -0.4 0.2 0.2 0.2110
H -2.37121 -1.61724 1.31611 0.4 0.1 0.0 0.2197
H -0.95296 1.10411 1.43578 0.0 0.1 -0.2 0.4668
H 2.79277 0.54598 -0.77557 -0.1 -0.4 -0.2 0.1546
H 0.12519 -1.39899 0.87979 -0.2 0.0 -0.1 0.1638
H 2.47559 2.01420 0.01866 -0.3 -0.1 0.4 0.1995
H -1.98633 -1.94694 -0.36388 0.2 -0.1 -0.2 0.2138
H 0.69441 -0.92567 -1.13277 -0.4 -0.1 -0.5 0.1665
H -0.80426 0.02284 -1.55235 0.0 -0.2 0.0 0.1929
H 0.71691 1.59183 -1.61087 0.4 0.1 0.0 0.3633
```
Forces are in eV/Å.

Calculated values
LUMO level: 1.0726 eV
highest occupied orbital energy: -0.3150 Ha
charge: 0
SMILES: CNC[C@H](C)O
spin multiplicity: 1

Record 3
Formula: C11H8AgO4S
Source: OMol25
Level of theory: the ωB97M-V functional and the def2-TZVPD basis

Structure (XYZ):
```
25
Properties=species:S:1:pos:R:3:forces:R:3:nbo_charge:R:1
Ag 1.91304 -1.69852 2.76237 0.0 0.2 1.3 0.9898
S 1.89456 2.02642 0.86101 -1.5 1.2 -0.2 2.0320
O -3.35650 -1.87728 -0.59066 -0.4 -0.8 0.1 -0.3986
O 0.50623 1.90213 1.24660 0.2 -0.5 0.3 -0.9073
O 2.37364 3.31076 0.51425 0.7 -0.3 0.1 -0.7767
O -0.13534 1.86887 -1.94587 0.5 0.2 -0.1 -0.4261
C -1.19904 -1.04098 -0.22531 0.2 -0.1 -0.1 -0.0345
C 0.60025 -2.37991 0.79950 -0.1 0.7 -0.4 -0.2148
C -0.76542 -2.18296 0.42236 -0.1 -0.7 0.4 0.0145
C 1.50679 -1.38416 0.49090 -0.1 -0.2 0.2 -0.3416
C 2.06431 0.85371 -0.52360 0.6 -0.9 -0.1 -0.7523
C 1.08797 -0.20231 -0.20188 0.1 0.2 -0.4 0.2447
C -0.30346 -0.04519 -0.54936 0.2 -0.1 0.2 0.0223
C -3.13777 0.46897 -0.75921 0.2 0.7 -0.1 -0.1979
C -0.83788 1.18104 -1.26096 -0.5 0.0 0.0 0.4945
C -2.67152 -0.90570 -0.54795 0.2 0.6 0.0 0.4796
C -2.27838 1.43725 -1.10158 -0.2 -0.3 0.4 -0.2084
H -1.47167 -2.96591 0.67337 -0.2 0.1 -0.1 0.2852
H 3.09127 0.49049 -0.56886 0.1 0.0 0.2 0.2826
H 2.56480 -1.49547 0.75551 0.2 -0.1 -0.9 0.2347
H -4.18950 0.68898 -0.65341 -0.2 -0.2 -0.1 0.2778
H -2.59711 2.45004 -1.29676 0.0 0.1 -0.1 0.2785
H 2.61998 1.42834 1.84699 0.3 0.1 -0.2 0.0007
H 1.84565 1.37098 -1.45300 -0.2 0.4 0.1 0.3565
H 0.87508 -3.29961 1.30556 0.1 -0.3 -0.4 0.2649
```
Forces are in eV/Å.

Calculated values
LUMO level (alpha / beta): -9.8814 / -12.6112 eV
highest occupied orbital energy (alpha / beta): -0.6349 / -0.6337 Ha
charge: +2
spin multiplicity: 2

Record 4
Formula: C15H29INO3
Source: OMol25
Level of theory: the ωB97M-V functional and the def2-TZVPD basis

Structure (XYZ):
```
49
Properties=species:S:1:pos:R:3:forces:R:3:nbo_charge:R:1
I 2.76011 -0.50247 -0.45551 0.0 0.1 -0.2 0.1659
O -4.27914 -0.43905 2.26044 0.1 -0.2 -0.3 -0.7167
O -0.69730 0.54961 2.64447 -0.1 -0.1 0.2 -0.5353
O 3.30248 0.83513 -3.31377 0.1 0.0 -0.1 -0.5416
N 0.05496 -1.13339 1.16547 0.2 -0.5 0.3 -0.2817
C -1.76483 -0.87963 -0.53037 -0.1 -0.1 0.6 -0.4271
C 0.75834 -1.10637 -1.06200 -0.9 -0.8 0.5 0.0027
C -0.25200 1.07455 -0.12984 0.2 0.1 0.4 -0.6516
C 3.17439 2.22473 -3.10496 -0.2 -0.1 0.2 -0.2570
C -2.72918 -1.21923 0.61896 -0.3 0.1 -0.3 -0.4249
C 0.56596 -2.28036 0.92781 -0.3 -0.1 -0.3 0.3045
C -0.31900 -0.44812 -0.11314 0.0 0.8 -1.1 0.1085
C 0.65192 -2.57454 -0.53021 1.1 0.8 0.3 -0.5400
C -3.51832 -0.02189 1.13418 -0.1 -0.2 0.1 -0.0599
C 0.02796 1.63919 3.23489 0.0 0.4 0.1 -0.0689
C 0.34301 1.44206 4.70142 0.3 -0.1 -0.1 -0.6422
C 2.23475 0.26594 -4.03351 0.1 0.1 0.0 -0.0612
C 0.50842 -1.02223 -2.55872 0.5 0.3 0.0 -0.4844
C 0.87745 0.26384 -3.32575 -0.3 -0.1 0.0 -0.4478
C -0.01529 -0.63500 2.56988 0.0 0.1 0.2 0.1050
H 1.56708 -3.12251 -0.73639 -0.2 -0.4 -0.2 0.2646
H -0.55163 -1.22162 -2.70526 0.0 -0.1 -0.1 0.2281
H -0.92826 1.52249 0.58744 -0.1 0.0 0.0 0.2445
H 0.93715 1.83916 2.66172 0.1 -0.2 -0.1 0.1777
H 1.06039 -1.84692 -3.01431 -0.1 -0.1 0.0 0.2281
H 0.75279 1.45136 0.05552 0.0 0.0 0.1 0.2319
H 0.76248 1.14825 -2.69929 0.1 0.0 0.0 0.2155
H 1.01891 -0.56122 2.91696 0.1 0.1 -0.1 0.2043
H -4.20741 0.30568 0.35195 0.1 0.1 -0.1 0.1719
H 2.61396 2.69621 -3.91513 0.1 0.1 -0.1 0.1745
H 0.12690 0.37484 -4.11031 -0.1 0.0 0.0 0.2300
H 4.16802 2.65385 -3.02733 0.1 0.0 -0.1 0.2054
H -2.86097 0.80623 1.39233 0.1 0.1 0.0 0.1678
H 0.92429 -2.93544 1.71122 -0.1 0.1 0.2 0.2417
H 1.01565 2.24140 5.01049 -0.1 0.1 0.1 0.2375
H 0.88755 0.51340 4.88194 0.0 0.0 0.0 0.2047
H -2.25325 -1.72526 1.45626 0.1 0.0 0.1 0.1947
H -4.15389 0.18966 2.96496 -0.1 0.3 0.3 0.4775
H 2.13957 0.78821 -4.99059 -0.1 0.1 0.0 0.1800
H -0.55232 1.41346 -1.11828 0.0 -0.1 -0.1 0.2360
H 2.64472 2.43575 -2.16807 0.0 0.0 0.0 0.1572
H -3.46343 -1.92603 0.22928 0.0 -0.1 0.1 0.2322
H -0.55036 1.45006 5.31831 -0.1 0.0 0.0 0.2270
H -0.23693 -3.09906 -0.87186 0.0 -0.1 -0.1 0.2644
H -2.19829 -0.04981 -1.08656 0.1 0.0 -0.2 0.2347
H 2.54024 -0.75574 -4.26036 0.0 -0.1 0.0 0.1915
H -0.52135 -1.40010 3.16128 -0.1 -0.1 -0.1 0.2057
H -1.74182 -1.72104 -1.21433 0.1 -0.1 0.0 0.2158
H -0.62449 2.50196 3.11869 0.0 0.0 -0.1 0.2083
```
Forces are in eV/Å.

Calculated values
LUMO level: -3.9444 eV
highest occupied orbital energy: -0.4434 Ha
charge: +1
SMILES: CCOC[N+]1=CC[C@@](I)(CCCOC)[C@@]1(C)CCCO
spin multiplicity: 1

Among the records above, which one has the lowest charge?
C6H12ClMgN2